Run one
17
Properties=species:S:1:pos:R:3:mulliken_charge:R:1 method="wB97M-V/def2-TZVPD" smiles="N[C@H]1C[C@@H]1C1=NOCO1" multiplicity=1 e_lumo_ev=0.99
N -2.717 -0.704 -0.434 -0.66
C -1.580 0.152 -0.452 0.19
C -1.343 1.090 0.640 -0.86
C -0.470 -0.164 0.492 -0.27
C 0.932 0.012 0.213 0.33
N 1.516 1.027 -0.294 -0.31
O 2.769 0.688 -0.642 -0.25
C 3.009 -0.515 0.050 -0.10
O 1.733 -1.068 0.275 -0.34
H -2.617 -1.469 -1.091 0.24
H -3.545 -0.196 -0.720 0.24
H -1.196 0.469 -1.422 0.38
H -0.877 2.019 0.358 0.30
H -2.085 1.147 1.436 0.28
H -0.657 -0.999 1.139 0.39
H 3.511 -0.323 1.020 0.23
H 3.616 -1.168 -0.566 0.21

---

Run two
17
Properties=species:S:1:pos:R:3:mulliken_charge:R:1 method="wB97M-V/def2-TZVPD" smiles="CN(C)[C@H](C#N)C(=O)O" multiplicity=1 e_lumo_ev=0.55
C -1.487 -0.013 0.917 -1.17
N -0.534 -0.356 -0.094 -0.38
C -0.679 0.550 -1.272 -1.09
C 0.986 -0.085 0.679 0.01
C 1.094 1.337 0.849 0.34
N 0.879 2.463 0.780 -0.49
C 1.906 -0.979 -0.257 0.50
O 3.021 -0.688 -0.511 -0.49
O 1.287 -2.119 -0.638 -0.53
H -2.333 -0.397 0.430 0.40
H -1.399 -0.551 1.780 0.46
H -1.534 1.102 1.174 0.33
H -1.425 0.251 -2.009 0.35
H -0.978 1.537 -1.074 0.44
H 0.170 0.535 -1.874 0.37
H 0.776 -0.547 1.615 0.40
H 0.251 -2.042 -0.493 0.54

---

Least stable: run one

---

Run one
6
Properties=species:S:1:pos:R:3:mulliken_charge:R:1 method="wB97M-V/def2-TZVPD" charge=-1 multiplicity=1 e_lumo_ev=4.27
N 0.317 0.698 -0.013 -0.32
O 1.814 -1.360 0.234 -0.51
O 2.977 0.554 -0.664 -0.56
F 0.026 2.061 0.207 -0.24
S 2.125 0.025 0.412 0.43
H -0.352 0.169 0.907 0.20

---

Run two
6
Properties=species:S:1:pos:R:3:mulliken_charge:R:1 method="wB97M-V/def2-TZVPD" smiles="N=[S@@](=O)([O-])F" charge=-1 multiplicity=1 e_lumo_ev=4.30
N -1.171 0.448 0.555 -0.66
S 0.275 0.146 0.057 1.12
O 0.302 -0.130 -1.422 -0.67
O 1.308 0.987 0.565 -0.58
F 0.910 -1.484 0.633 -0.47
H -1.625 0.033 -0.388 0.26

---

Least stable: run one